1.
# C14H30N3O21S4

A structure of composition C14H30N3O21S4 at a distorted geometry (wB97M-V/def2-TZVPD, OMol25).

lowest unoccupied orbital energy = 1.90 eV
relative energy (zero: lowest compared OMol25 entry of this formula, charge and spin) = 346.4 kJ/mol
total energy = -105806.486 eV
E_HOMO = -7.097 eV

```
! RIJCOSX wB97M-V def2-TZVPD def2/J DEFGRID3
* xyz -1 1
N -0.35 0.10 -0.49
O 0.80 0.32 -0.84
O -1.31 0.57 -1.07
O -0.63 -0.60 0.51
C 0.26 -3.91 1.34
C -0.80 -4.64 2.02
O -0.31 -5.81 2.61
S 1.20 -6.18 2.07
O 1.02 -6.91 0.83
O 2.11 -6.78 3.11
O 1.39 -4.52 1.94
H 0.41 -2.87 1.60
H 0.14 -4.13 0.28
H -1.61 -4.74 1.30
H -1.24 -4.07 2.83
C 2.42 1.46 1.89
C 1.02 2.02 2.12
O 1.19 2.90 3.25
S 2.83 3.04 3.64
O 3.22 2.18 4.74
O 3.14 4.49 3.75
O 3.36 2.37 2.21
H 2.59 1.17 0.85
H 2.52 0.56 2.49
H 0.33 1.19 2.29
H 0.77 2.63 1.25
C -2.30 1.29 -4.63
C -1.88 -0.17 -4.40
O -0.98 -0.43 -5.44
S -0.04 0.97 -5.75
O 0.43 1.08 -7.16
O 0.83 1.29 -4.68
O -1.47 1.81 -5.70
H -2.22 1.82 -3.69
H -3.32 1.37 -5.01
H -2.75 -0.83 -4.45
H -1.42 -0.13 -3.41
C -1.72 4.66 -1.83
C -0.46 3.77 -2.07
O 0.44 3.98 -1.05
S -0.03 5.21 -0.03
O 0.90 6.38 -0.09
O -0.32 4.72 1.37
O -1.40 5.56 -0.84
H -2.44 3.99 -1.37
H -2.00 5.07 -2.80
H 0.14 4.08 -2.93
H -0.65 2.72 -2.26
C 2.51 -1.84 -3.23
C 3.07 -2.48 -1.95
O 3.82 -3.45 -1.97
N 2.73 -1.77 -0.86
C 3.19 -2.12 0.40
H 2.34 -2.57 -4.03
H 3.12 -1.03 -3.62
H 1.51 -1.41 -3.17
H 2.15 -0.94 -0.90
H 4.24 -2.42 0.35
H 2.72 -3.04 0.76
H 3.04 -1.40 1.21
C -2.97 1.52 2.70
C -3.03 0.27 3.61
O -3.13 0.37 4.83
N -3.12 -0.89 2.93
C -3.01 -2.17 3.66
H -3.02 1.38 1.63
H -2.01 2.02 2.81
H -3.68 2.25 3.09
H -3.18 -0.87 1.92
H -3.40 -2.92 2.98
H -3.69 -2.11 4.51
H -2.03 -2.41 4.08
*
```

***

2.
# C2H3N3OS

A cluster of 2 separate species, C2H3N3OS in total at a distorted geometry (wB97M-V/def2-TZVPD, OMol25).

lowest unoccupied orbital energy = 0.34 eV
relative energy (zero: lowest compared OMol25 entry of this formula, charge and spin) = 290.8 kJ/mol
total energy = -19472.073 eV
E_HOMO = -8.885 eV

```
! RIJCOSX wB97M-V def2-TZVPD def2/J DEFGRID3
* xyz 0 1
C 1.44 0.31 -0.73
C -1.42 0.51 -0.10
N 0.88 1.65 1.14
N 1.47 1.05 0.23
N -1.75 1.42 0.53
O -1.34 -0.43 -0.81
S 2.28 -1.11 -1.03
H 1.39 2.50 1.25
H 1.97 -1.32 -2.27
H -1.81 2.05 1.32
*
```

***

3.
# C3H9N2S

A cluster of 2 separate species, C3H9N2S in total at a distorted geometry (wB97M-V/def2-TZVPD, OMol25).

lowest unoccupied orbital energy = -3.98 eV
relative energy (zero: lowest compared OMol25 entry of this formula, charge and spin) = 348.7 kJ/mol
total energy = -17062.552 eV
E_HOMO = -12.473 eV

```
! RIJCOSX wB97M-V def2-TZVPD def2/J DEFGRID3
* xyz 1 1
C 1.77 -3.25 1.72
C -0.14 2.05 -1.19
C -0.54 0.67 -0.89
N 1.29 -0.81 0.61
N -0.39 3.08 -0.43
S 0.76 -2.31 0.84
H 1.21 -4.08 2.01
H 2.68 -3.04 2.21
H 0.53 2.01 -2.11
H -1.40 0.44 -0.39
H 0.38 0.30 -0.23
H -0.41 0.06 -1.84
H 2.08 -0.46 1.14
H -0.98 3.02 0.50
H 0.00 3.92 -0.61
*
```

***

Molecular weight for every record listed, in sequence, given in g/mol: 704.662 117.133 105.186.
Frontier orbital gap for every record listed, in sequence, given in eV: 9.00 9.23 8.49.